# 1
Molecular formula: C9H11N5S
Method: DFT, the ωB97M-V functional and the def2-TZVPD basis

Each line ends with the Löwdin charge.
Atoms and positions in Å:
C: 0.851 -2.720 3.325  -0.09
C: 0.698 -1.562 2.421  -0.63
N: 1.545 -0.623 2.266  0.00
N: 1.202 0.312 1.386  0.00
C: 0.051 0.102 0.835  -0.60
N: -0.524 0.959 -0.041  -0.14
C: -1.750 0.640 -0.721  -0.17
H: -2.256 1.581 -0.958  0.13
H: -2.389 0.067 -0.040  0.10
C: -1.575 -0.159 -2.031  -0.14
C: -1.114 -1.511 -1.823  -0.27
N: -0.773 -2.593 -1.692  0.17
H: -0.866 0.335 -2.698  0.11
H: -2.545 -0.215 -2.535  0.13
C: 0.182 2.185 -0.331  -0.15
H: 0.862 2.352 0.507  0.12
H: -0.541 3.005 -0.383  0.13
C: 1.000 2.155 -1.639  -0.15
C: 1.708 0.907 -1.800  -0.25
N: 2.235 -0.091 -1.969  0.18
H: 1.728 2.970 -1.624  0.12
H: 0.352 2.295 -2.510  0.11
S: -0.747 -1.359 1.410  1.07
H: 0.042 -2.743 4.055  0.08
H: 1.804 -2.643 3.839  0.08
H: 0.820 -3.647 2.753  0.08

Results
- HOMO level: -8.48 eV
- Structure (SMILES): Cc1nnc(N(CCC#N)CCC#N)s1
- Orbital gap: 0.3251 Eh
- Lowest unoccupied orbital energy: 0.3668 eV


# 2
Molecular formula: C6H10N6
Method: DFT, the ωB97M-V functional and the def2-TZVPD basis

Each line ends with the Löwdin charge.
Atoms and positions in Å:
C: -3.090 -0.057 -0.402  -0.16
C: -1.226 -1.047 -0.149  -0.38
C: 1.044 -1.219 0.069  -0.34
C: 1.185 -0.131 1.148  -0.10
C: -0.147 0.567 1.322  -0.06
C: 2.304 -1.776 -0.425  -0.05
N: -2.348 -1.160 -0.821  0.14
N: -2.427 0.678 0.499  0.08
N: -0.038 -1.649 -0.437  0.18
N: -1.257 0.051 0.678  -0.11
N: -0.301 1.950 -1.271  -0.06
N: 0.380 2.168 -0.123  -0.05
H: -4.004 0.173 -0.741  0.06
H: 1.665 -0.678 2.000  0.14
H: 1.868 0.560 0.834  0.06
H: -0.367 1.149 2.231  0.12
H: 2.987 -1.000 -1.080  0.15
H: 2.108 -2.637 -1.055  0.07
H: 2.893 -2.146 0.401  0.07
H: -1.294 1.922 -1.085  0.05
H: 0.027 1.222 -1.920  0.10
H: 0.037 3.061 0.327  0.08

Results
- HOMO level (spin up / spin down): -7.77 / -7.49 eV
- ΔE to the lowest compared entry with this formula, charge and spin: 113.5 kcal/mol
- Orbital gap (spin up / spin down): 0.2844 / 0.2799 Eh
- Lowest unoccupied orbital energy (spin up / spin down): -0.0279 / 0.1289 eV


# 3
Molecular formula: C28H24N3O8PZr
Method: DFT, the ωB97M-V functional and the def2-TZVPD basis

Each line ends with the Löwdin charge.
Atoms and positions in Å:
Zr: -1.199 -0.517 -2.203  1.95
O: -0.086 -1.811 -3.500  -0.11
C: 0.256 -2.401 -2.408  -0.69
O: 0.500 -1.627 -1.423  -0.09
C: -0.207 -3.800 -2.196  -0.12
P: -1.973 -3.233 -1.864  1.09
C: -2.698 -2.896 -3.490  -0.39
C: -2.448 -3.554 -4.685  -0.05
C: -2.863 -2.982 -5.881  -0.01
C: -3.502 -1.748 -5.901  -0.03
C: -3.772 -1.086 -4.713  -0.04
C: -3.368 -1.659 -3.505  -0.20
C: -2.872 -4.479 -0.952  -0.37
C: -3.669 -5.413 -1.615  -0.07
C: -4.330 -6.383 -0.880  -0.05
C: -4.192 -6.420 0.502  -0.04
C: -3.401 -5.487 1.160  -0.05
C: -2.742 -4.507 0.437  -0.09
H: 0.198 -4.251 -1.293  0.12
H: -0.093 -4.441 -3.065  0.11
H: -1.918 -4.498 -4.696  0.12
H: -2.675 -3.500 -6.813  0.13
H: -3.808 -1.317 -6.844  0.13
H: -4.320 -0.152 -4.714  0.13
H: -3.710 -1.217 -2.567  0.10
H: -3.780 -5.382 -2.692  0.11
H: -4.951 -7.109 -1.384  0.12
H: -4.709 -7.181 1.071  0.12
H: -3.304 -5.520 2.236  0.12
H: -2.133 -3.771 0.949  0.11
O: -1.425 0.032 -0.198  -0.11
C: -2.383 0.855 -0.463  -0.50
O: -2.785 0.821 -1.693  -0.14
C: -2.946 1.741 0.531  -0.13
C: -3.992 2.598 0.177  0.03
C: -4.528 3.440 1.131  0.04
C: -4.001 3.400 2.410  -0.09
C: -2.966 2.561 2.785  0.04
C: -2.431 1.718 1.831  0.04
N: -4.578 4.309 3.438  -0.34
O: -4.094 4.256 4.544  0.12
O: -5.490 5.020 3.084  0.12
H: -4.375 2.596 -0.833  0.13
H: -5.339 4.119 0.909  0.13
H: -2.602 2.582 3.801  0.13
H: -1.622 1.046 2.081  0.13
O: 3.946 4.686 1.142  -0.02
C: 4.678 4.196 0.042  -0.23
N: 3.729 3.913 -1.009  0.10
C: 3.075 2.732 -1.041  -0.43
O: 3.327 1.777 -0.340  0.11
C: 1.953 2.602 -2.055  -0.06
C: 1.699 3.445 -3.127  0.05
C: 0.632 3.174 -3.979  0.00
C: -0.150 2.073 -3.733  -0.08
N: 0.101 1.238 -2.702  -0.08
C: 1.138 1.496 -1.891  -0.03
H: 4.532 4.784 1.901  0.10
H: 5.201 3.269 0.276  0.13
H: 5.384 4.939 -0.333  0.13
H: 3.335 4.711 -1.479  0.14
H: 2.326 4.305 -3.327  0.13
H: 0.415 3.812 -4.824  0.13
H: -0.998 1.836 -4.367  0.13
H: 1.349 0.806 -1.082  0.13

Results
- HOMO level: -14.64 eV
- Orbital gap: 0.2793 Eh
- Charge: +2
- Lowest unoccupied orbital energy: -7.0386 eV


| no. | total energy (eV) | molecular weight (g/mol) | largest force on an atom (Eh/bohr) |
| --- | --- | --- | --- |
| 1 | -27795.8591 | 221.29 | 0.0289 |
| 2 | -15320.6550 | 166.19 | 0.1194 |
| 3 | -60831.9195 | 652.71 | 0.0089 |